Record 1
Here is a 11-piece molecular cluster, C4H32NO10 overall in a non-equilibrium geometry from the OMol25 dataset. Energies are from wB97M-V/def2-TZVPD.

Cartesian coordinates (Å):
C 1.31919 -3.75750 0.01459
C 0.39258 -2.90964 -0.84229
N 0.88877 -1.55056 -1.16935
C 0.50426 -1.14478 -2.56799
C 1.61162 -1.57613 -3.57778
H 0.96369 -4.82563 0.12985
H 1.40625 -3.63315 1.11282
H 2.35918 -3.73938 -0.36724
H 0.37800 -3.40385 -1.84609
H -0.60810 -2.82107 -0.38145
H 1.89520 -1.35108 -1.23020
H 0.38645 -0.95535 -0.47270
H 0.41546 -0.02627 -2.61950
H -0.49351 -1.45514 -2.91431
H 1.83823 -2.62334 -3.41785
H 1.16844 -1.45332 -4.59337
H 2.52328 -0.93343 -3.62614
H 0.39806 -0.79359 2.24875
H 0.35415 0.62297 2.52762
O 0.24870 0.01949 1.73604
H -2.09945 2.71549 1.58043
H -2.57623 1.48325 0.80230
O -2.12868 2.33095 0.70346
H 1.19153 2.34846 3.58180
H -0.28232 2.28386 3.87794
O 0.48719 1.70254 3.82912
H -3.56898 0.75348 -1.43238
H -3.60362 0.14830 -2.78882
O -3.78752 -0.08132 -1.87150
H 0.43603 3.44565 -1.69734
H -0.53709 2.78271 -0.86797
O -0.04189 2.60854 -1.67836
H -2.78508 -0.73132 0.39873
H -1.30968 -0.94555 1.11876
O -2.02428 -1.29468 0.53199
H 2.04128 0.10518 1.17575
H 3.19250 0.25190 0.13972
O 2.74634 -0.37484 0.71770
H -4.56970 0.41499 0.92285
H -4.19180 0.57160 2.43070
O -3.82338 0.44320 1.54980
H 0.02725 1.76730 0.64765
H -0.40337 3.09196 1.15480
O 0.40571 2.55775 1.05524
H 2.73484 3.68049 1.36735
H 3.68734 3.18648 2.51310
O 2.83317 3.06442 2.09377

Atomic forces in eV per Å
0.71 -1.45 1.30
0.53 -1.98 -0.53
-1.65 1.32 -0.43
0.19 2.02 -1.56
-0.98 0.75 -0.51
0.23 0.97 -1.21
-0.22 1.28 -0.53
-0.58 -0.24 0.08
-0.53 0.12 0.97
0.40 0.16 -0.66
-0.20 -0.54 1.46
1.11 0.14 -0.63
0.28 -0.85 0.49
0.42 -0.59 0.77
0.37 -0.19 -0.22
0.28 -0.34 0.68
-0.64 -0.55 0.64
0.02 -0.35 -0.53
-0.30 0.78 -0.56
0.19 -0.87 1.47
-0.51 -0.13 0.23
-0.26 -0.04 0.49
-0.04 0.44 -0.75
-0.25 -0.73 -0.11
-0.06 -0.27 0.14
0.49 0.88 -0.01
-0.07 -0.11 -0.04
-0.14 -0.26 -0.16
0.23 0.56 0.22
0.39 -0.13 -0.53
-0.37 -0.49 -0.10
-0.14 0.45 0.04
0.34 0.24 0.56
-1.62 0.52 -0.52
1.76 -1.13 -0.23
0.04 0.18 -0.13
0.07 0.24 0.33
0.23 -0.32 -0.46
0.09 0.03 0.60
-0.12 -0.08 -0.10
-0.74 0.02 -0.46
0.28 0.09 0.18
0.98 -0.22 -0.11
-0.33 0.76 0.08
0.11 0.14 -0.03
0.19 0.30 -0.21
-0.18 -0.56 0.57

Summary:
frontier orbital gap	10.90	eV
charge	+1
highest occupied orbital energy	-13.48	eV
electronic energy	-26626.09765	eV
strongest force on any atom	0.050	hartree/bohr

Mulliken population analysis, charges in e, atoms 1 to 8: -1.232 -0.041 0.461 -0.475 -1.083 0.377 0.280 0.315



Record 2
Here is C4H4GdO2 as an isolated structure in a non-equilibrium geometry from the OMol25 dataset. Energies are from wB97M-V/def2-TZVPD.

Cartesian coordinates (Å):
O -1.76840 2.69488 1.92380
C -2.13797 1.53415 1.63183
C -0.89803 1.06473 1.25309
H -3.17458 1.17524 1.56299
H -0.22688 0.69741 2.04220
C 0.05714 -1.29472 -1.31399
C 1.34782 -1.14479 -1.41691
O 2.50391 -0.95962 -1.29174
Gd 5.12406 -0.89785 -1.35057
H -0.61295 -0.50028 -1.65581
H -0.21413 -2.36915 -1.38490

Atomic forces in eV per Å
0.90 -2.51 -0.50
-2.66 1.99 -0.77
0.56 0.41 1.86
0.26 -0.04 0.24
0.83 0.14 -0.75
0.01 -0.80 -0.86
0.41 0.77 0.92
-0.16 -0.32 -0.46
-0.13 -0.02 -0.04
0.23 -0.39 0.10
-0.25 0.76 0.25

Summary:
frontier orbital gap (spin up / spin down)	2.04 / 3.73	eV
spin multiplicity	9
⟨S²⟩	20.457
charge	+2
highest occupied orbital energy (spin up / spin down)	-13.00 / -15.46	eV
electronic energy	-29116.32776	eV
strongest force on any atom	0.066	hartree/bohr

Mulliken population analysis, charges in e, atoms 1 to 8: -0.142 0.236 0.125 0.351 0.347 -1.010 1.150 -0.016



Record 3
Here is a 2-piece molecular cluster, C3H5O5S overall in a non-equilibrium geometry from the OMol25 dataset. Energies are from wB97M-V/def2-TZVPD.

Cartesian coordinates (Å):
C -0.84406 -2.52098 -1.31223
C 0.99206 1.66695 1.19634
C -1.02912 -0.28513 -0.03602
O -0.79400 -2.05024 -2.36729
O -0.90037 -3.24790 -0.41314
O 1.33880 0.20797 -0.96413
O 1.23683 -0.98151 1.19392
O -1.43544 0.77498 -0.91507
S 0.65596 0.03266 0.32017
H 0.29446 2.38649 0.78652
H 0.83319 1.51339 2.25364
H 2.01340 1.94238 0.97993
H -1.58611 -0.17444 0.89531
H -0.77560 0.73537 -1.61795

Atomic forces in eV per Å
-0.10 0.26 0.49
-0.59 -1.11 -0.66
0.90 0.36 0.23
0.06 0.56 -1.21
-0.03 -0.77 0.80
-0.31 0.30 -0.03
-0.39 0.22 0.12
-0.15 0.17 -0.15
0.76 -0.01 0.44
-0.10 0.21 -0.07
-0.06 -0.03 0.24
0.26 0.02 -0.07
-0.10 -0.14 0.10
-0.14 -0.03 -0.24

Summary:
frontier orbital gap	6.77	eV
charge	-1
highest occupied orbital energy	-3.18	eV
electronic energy	-24264.89659	eV
strongest force on any atom	0.028	hartree/bohr

Mulliken population analysis, charges in e, atoms 1 to 8: 0.815 -0.991 -0.710 -0.433 -0.407 -0.733 -0.721 -0.507



Record 4
Here is C3H3CaMgO4 as an isolated structure in a non-equilibrium geometry from the OMol25 dataset. Energies are from wB97M-V/def2-TZVPD.

Cartesian coordinates (Å):
O -2.12874 0.49335 0.34909
C -1.77685 -0.73482 0.51694
O -2.17703 -1.43194 1.45325
Mg -0.93907 1.82543 -0.52024
O 0.21847 0.21122 -1.00928
C 0.04872 -0.95431 -0.33751
C 1.31296 -1.30999 0.46085
O 2.06950 -0.22686 0.88281
Ca 1.78501 1.45802 -0.08812
H 1.90617 -1.97381 -0.20836
H 0.97906 -1.93248 1.31800
H -1.18394 -1.68770 -0.53663

Atomic forces in eV per Å
-0.36 -0.19 -1.19
1.86 2.30 4.07
0.11 -0.54 -1.67
-0.95 -0.42 -0.01
-0.50 0.37 -0.53
-4.27 -1.30 -0.63
-1.09 -1.75 0.88
0.05 -1.19 0.58
0.60 1.46 -0.77
-0.06 0.27 0.25
0.22 0.01 -0.26
4.40 0.97 -0.71

Summary:
frontier orbital gap	4.53	eV
charge	-1
highest occupied orbital energy	-2.30	eV
electronic energy	-35231.29315	eV
strongest force on any atom	0.098	hartree/bohr

Mulliken population analysis, charges in e, atoms 1 to 8: -0.709 0.364 -0.624 0.472 -0.675 0.107 -0.070 -0.902



Record 5
Here is C40H38IMgN7P as an isolated structure from the OMol25 dataset. Energies are from wB97M-V/def2-TZVPD.

Cartesian coordinates (Å):
Mg -0.89309 0.87563 0.00610
C -1.44999 2.09020 2.72041
N -0.86939 0.82847 2.23512
C -1.56692 -0.39016 2.69199
C -1.99888 -1.25866 1.54012
N -1.83681 -0.96053 0.27535
C -2.42257 -1.99504 -0.45015
C -2.57345 -2.15869 -1.82358
C -3.22574 -3.29371 -2.25832
C -3.71235 -4.25108 -1.35446
C -3.57133 -4.09684 0.01020
C -2.92449 -2.94436 0.43873
N -2.63358 -2.44293 1.70294
C -2.57135 2.50370 1.81756
N -2.77262 1.96127 0.64560
C -3.82978 2.66861 0.07737
C -4.45324 2.51527 -1.15732
C -5.49310 3.37229 -1.45471
C -5.91249 4.35832 -0.54850
C -5.30551 4.51798 0.68167
C -4.25674 3.65383 0.96985
N -3.43092 3.51694 2.07787
H -1.78937 2.01723 3.75836
H -0.66510 2.84895 2.67685
H 0.10008 0.80018 2.53528
H -0.91902 -0.97248 3.35001
H -2.44949 -0.12042 3.27765
H -2.18636 -1.42488 -2.52007
H -3.36273 -3.45802 -3.31865
H -4.20660 -5.13283 -1.73799
H -3.94862 -4.83631 0.70390
H -2.88079 -2.86517 2.58152
H -4.12980 1.75327 -1.85435
H -5.99944 3.28640 -2.40639
H -6.73157 5.00942 -0.82162
H -5.63079 5.27897 1.37819
H -3.45041 4.07858 2.91169
C 1.85101 -1.17595 2.54017
C 2.95745 -1.55480 1.58609
C 3.91838 -2.47465 1.99588
C 4.93047 -2.88521 1.14455
C 4.98423 -2.37553 -0.14444
C 4.04085 -1.45031 -0.56052
C 3.02460 -1.01651 0.29175
P 1.77124 0.18452 -0.30236
C 2.13238 0.38806 -2.07627
C 1.25991 -0.29950 -2.92298
C 1.38230 -0.21596 -4.29976
C 2.38164 0.57658 -4.84198
C 3.25255 1.26076 -4.00743
C 3.15454 1.17999 -2.61997
C 4.14245 1.93313 -1.76876
C 2.10363 1.71989 0.60147
C 3.06777 1.82986 1.60735
C 3.11588 2.94547 2.42519
C 2.19637 3.97349 2.22455
C 1.25751 3.89017 1.21195
C 1.18142 2.77007 0.36195
C 0.15993 2.63729 -0.68715
H 2.07974 -0.25484 3.08465
H 1.68328 -1.96355 3.27784
H 0.92918 -1.02554 1.97060
H 3.86263 -2.88046 3.00010
H 5.66502 -3.60407 1.48198
H 5.75923 -2.69702 -0.82750
H 4.08873 -1.06848 -1.57164
H 0.49239 -0.92516 -2.47881
H 0.70560 -0.76257 -4.94388
H 2.48860 0.65976 -5.91571
H 4.03646 1.87102 -4.43958
H 3.68435 2.81529 -1.31745
H 4.98820 2.26249 -2.37075
H 4.52442 1.31676 -0.95408
H 3.78541 1.02879 1.74839
H 3.86767 3.02461 3.19913
H 2.23425 4.85829 2.84843
H 0.57748 4.71785 1.03859
H 0.58161 2.44892 -1.67496
H -0.49113 3.51197 -0.73914
I -0.92511 -6.96549 -1.75004
C -0.12211 -5.21368 -1.02041
C 0.27279 -4.95360 0.26591
N 0.70574 -3.67296 0.26823
N 0.63633 -3.09364 -0.93870
C 0.13773 -4.02558 -1.73243
H 0.28744 -5.57431 1.14552
H 1.18721 -3.18584 1.00552
H -0.03528 -3.82327 -2.77732

Atomic forces in eV per Å
-0.15 0.33 -0.10
-0.03 -0.03 -0.06
0.00 -0.06 0.17
-0.01 0.03 -0.08
-0.01 -0.06 -0.07
-0.02 -0.01 0.08
0.01 0.00 0.04
-0.01 0.02 -0.01
0.01 0.02 0.00
0.01 0.01 0.02
-0.01 -0.03 0.01
0.03 0.05 -0.02
0.00 -0.03 0.04
-0.03 -0.01 -0.07
0.21 -0.05 -0.04
-0.01 -0.03 0.06
0.01 0.00 -0.03
0.01 -0.01 -0.01
0.01 0.00 0.01
-0.01 0.02 0.00
-0.01 -0.04 -0.04
0.00 0.02 0.09
-0.02 0.00 0.01
0.01 0.00 0.00
-0.01 -0.01 -0.07
0.00 0.00 0.04
-0.02 0.02 -0.03
0.00 -0.01 0.00
0.00 0.00 0.00
0.00 0.00 0.00
0.00 0.00 -0.01
0.00 -0.01 0.01
-0.01 0.00 0.00
0.00 0.00 0.00
0.00 0.00 0.00
0.00 0.00 0.00
0.00 0.00 0.00
0.03 -0.06 -0.05
-0.09 0.06 0.07
-0.05 -0.05 0.03
0.00 0.03 -0.08
0.01 -0.03 0.06
-0.03 0.00 0.01
0.10 0.08 -0.07
-0.12 -0.21 0.11
0.01 0.04 -0.01
0.04 0.02 0.03
-0.03 -0.02 0.02
0.03 0.03 0.02
-0.01 -0.02 -0.02
0.03 0.00 0.03
-0.03 -0.01 -0.02
0.07 0.04 0.02
-0.06 0.03 -0.06
0.01 -0.01 0.00
-0.02 0.00 -0.02
0.01 -0.04 -0.01
0.06 -0.03 -0.01
-0.06 -0.01 0.02
-0.01 0.01 -0.04
0.03 0.01 0.00
0.00 -0.01 0.05
0.00 0.00 -0.01
0.00 0.00 0.00
0.00 0.00 0.00
0.00 0.00 0.00
0.00 -0.01 -0.01
0.00 0.00 0.00
0.00 0.00 0.00
0.00 0.00 0.00
0.00 0.00 0.00
-0.01 0.00 -0.01
0.00 0.01 0.00
0.00 0.02 0.00
0.00 0.00 0.00
0.00 0.00 0.00
0.00 0.00 -0.01
0.03 -0.01 0.02
0.03 0.02 -0.01
0.03 0.06 0.02
-0.05 -0.08 -0.14
0.04 0.10 0.04
0.00 -0.02 0.02
0.10 -0.11 -0.08
-0.09 0.05 0.08
0.00 0.01 0.01
0.04 -0.01 0.01
0.01 -0.01 0.01

Summary:
frontier orbital gap	7.55	eV
charge	+1
highest occupied orbital energy	-9.66	eV
electronic energy	-75360.85712	eV
strongest force on any atom	0.007	hartree/bohr

Mulliken population analysis, charges in e, atoms 1 to 8: 1.328 -1.558 -0.289 -1.225 0.292 0.921 -0.218 -0.484



Record 6
Here is C41H24AuF5N3OPSe as an isolated structure from the OMol25 dataset. Energies are from wB97M-V/def2-TZVPD.

Cartesian coordinates (Å):
Au 1.25670 0.13959 -0.35916
N -3.13706 -5.89419 6.90335
C -2.64731 -5.23976 6.09551
C -2.03862 -4.42216 5.08952
C -2.62887 -3.21329 4.72607
C -2.03383 -2.42757 3.75549
C -0.86167 -2.84113 3.13174
C -0.27685 -4.04910 3.50061
C -0.85633 -4.83824 4.47874
C -0.22598 -2.00203 2.07428
C 0.32560 -0.78571 2.52112
C 0.35007 -0.33466 3.86683
C 0.96901 0.89830 3.87673
C 1.31503 1.17061 2.54454
N 0.93854 0.17918 1.73853
C -0.24465 -2.53467 0.79295
C -0.88478 -3.74803 0.38558
C -0.63720 -3.89799 -0.95149
C 0.14570 -2.77583 -1.33423
N 0.37213 -1.96998 -0.31662
H -3.54465 -2.89699 5.20644
H -2.47527 -1.48035 3.47591
H 0.63842 -4.36554 3.01760
H -0.40076 -5.77374 4.77263
H -0.03119 -0.87601 4.71697
H 1.16810 1.52822 4.72783
H 1.82902 2.03504 2.14966
H -1.45332 -4.40532 1.02344
H -0.95633 -4.69912 -1.59820
H 0.54632 -2.56772 -2.31625
O 2.20459 -0.69976 -2.88054
C 1.45447 0.08188 -2.37674
C 0.54265 0.94681 -3.19573
C 0.74658 1.02089 -4.57322
C -0.06035 1.84537 -5.33473
C -1.07075 2.59413 -4.73801
C -1.28455 2.51280 -3.37293
C -0.47786 1.67923 -2.60240
P -0.66933 1.46244 -0.82666
C -0.78518 3.09295 -0.09180
C 0.41409 3.76126 0.15380
C 0.38804 5.04490 0.67368
C -0.82737 5.65372 0.95966
C -2.02027 4.98432 0.72494
C -2.00342 3.70178 0.19775
C -2.21250 0.58159 -0.55935
C -2.68095 0.45877 0.75056
C -3.78925 -0.32843 1.01331
C -4.41442 -1.02201 -0.01381
C -3.94008 -0.91465 -1.31160
C -2.84505 -0.10967 -1.58963
H 1.54750 0.44683 -5.01905
H 0.10287 1.91935 -6.40206
H -1.68949 3.24432 -5.34289
H -2.06826 3.09532 -2.90333
H 1.35948 3.27303 -0.06365
H 1.31696 5.56642 0.86287
H -0.84458 6.65408 1.37228
H -2.96485 5.46039 0.95316
H -2.93114 3.17226 0.01961
H -2.17623 0.97239 1.56275
H -4.16671 -0.40538 2.02492
H -5.26995 -1.64918 0.20049
H -4.42229 -1.45647 -2.11469
H -2.48249 -0.02908 -2.60634
F 7.55643 0.52986 -3.61969
C 6.27249 0.25202 -3.26722
C 5.89044 -1.08826 -2.82532
F 4.97670 -1.91141 -3.30416
C 5.83230 -0.06296 -1.78588
F 6.76626 -0.11561 -0.79966
C 4.60957 0.73401 -1.52065
Se 3.68142 0.70367 0.08817
C 4.32707 1.42393 -2.69575
F 3.23506 2.17364 -2.85972
C 5.22840 1.18889 -3.70681
F 5.12394 1.64781 -4.95007

Atomic forces in eV per Å
-0.24 0.49 -0.07
0.01 0.01 -0.02
-0.11 -0.14 0.19
0.13 0.11 -0.17
0.02 -0.02 0.00
-0.02 0.02 0.01
0.01 -0.02 0.00
-0.02 -0.02 0.01
-0.05 0.05 0.01
0.01 -0.03 -0.06
-0.06 0.04 0.11
0.00 -0.03 -0.06
0.00 0.01 0.03
0.00 0.00 0.00
0.08 -0.02 -0.03
0.00 0.09 0.07
-0.03 -0.06 -0.02
-0.04 -0.04 0.02
-0.01 0.02 0.03
0.08 -0.16 -0.07
0.00 -0.01 0.01
-0.01 0.00 -0.02
0.00 0.01 0.00
0.00 0.00 0.00
0.01 0.00 -0.01
0.00 0.00 -0.01
0.00 -0.01 0.01
0.00 0.01 -0.01
0.00 0.00 0.01
0.03 0.03 0.02
-0.04 0.07 -0.06
0.11 -0.24 0.16
-0.09 0.15 -0.27
-0.03 0.03 0.10
0.01 0.00 -0.06
-0.03 0.03 0.00
0.03 -0.06 0.01
0.00 0.07 -0.08
0.19 -0.42 -0.11
-0.03 0.06 0.08
-0.04 0.04 -0.01
0.00 0.02 0.00
0.02 0.01 0.00
0.00 0.00 0.00
0.03 0.03 0.01
-0.11 0.05 0.08
-0.04 -0.02 -0.01
0.01 0.02 0.06
-0.02 -0.03 -0.02
-0.01 0.00 -0.02
0.01 0.00 0.05
0.01 -0.01 0.01
0.00 0.00 0.01
0.01 0.00 0.00
-0.01 -0.01 -0.01
-0.01 0.01 0.00
0.00 0.01 0.00
0.00 0.00 0.00
0.00 0.00 0.00
-0.01 0.01 0.00
0.01 0.00 -0.02
0.01 -0.01 0.00
0.00 0.01 -0.01
0.00 0.00 0.01
0.02 0.00 0.00
-0.05 -0.02 0.00
0.00 0.06 0.01
-0.01 -0.12 -0.11
-0.01 0.06 0.04
0.19 0.03 0.06
-0.07 0.02 0.00
-0.07 -0.09 0.14
0.25 -0.10 0.04
0.05 0.07 -0.18
0.06 -0.01 -0.02
-0.19 0.05 0.10
0.04 -0.02 0.04

Summary:
frontier orbital gap (spin up / spin down)	6.17 / 6.72	eV
spin multiplicity	3
⟨S²⟩	2.024
highest occupied orbital energy (spin up / spin down)	-7.07 / -7.81	eV
electronic energy	-141333.56842	eV
strongest force on any atom	0.011	hartree/bohr

Mulliken population analysis, charges in e, atoms 1 to 8: 1.807 -0.535 -0.094 0.577 -0.982 0.031 -0.420 0.039